No. 1
The following is a quantum chemistry calculation of a 2-piece molecular cluster, C4H10N4 overall, from the Open Molecules 2025 dataset.

Geometry as XYZ:
```
18
Properties=species:S:1:pos:R:3:forces:R:3:nbo_charge:R:1
H 0.0081 0.7381 2.1895 -0.09 -0.28 -0.07 0.346
N 0.9414 0.5551 1.8132 0.16 0.39 0.19 -0.574
C 1.0401 -0.6005 1.3213 0.33 0.31 -0.04 0.058
C -0.0444 -1.6020 1.2589 -0.32 -0.49 0.28 0.080
N -1.2155 -1.2596 1.5859 -0.37 0.25 0.01 -0.640
H -1.9155 -1.9961 1.5306 0.29 -0.21 -0.01 0.350
H 1.9888 -0.8900 0.8821 0.12 -0.10 -0.04 0.181
H 0.2573 -2.6127 0.9677 -0.14 0.05 -0.09 0.174
H -0.8149 -1.3011 -1.3504 1.39 0.25 -0.40 0.317
N 0.1123 -0.8150 -1.5119 -0.72 -1.48 0.29 -0.711
C -0.0925 0.3985 -1.2175 -1.27 0.53 -0.50 0.462
C 0.9417 1.4600 -1.4036 0.05 -0.13 0.24 -0.689
N -1.3692 0.8134 -0.8541 0.23 0.99 0.21 -0.841
H 1.2478 1.8356 -0.4262 0.02 0.10 -0.01 0.247
H 0.5430 2.2811 -1.9964 -0.03 0.05 -0.02 0.223
H 1.8028 1.0308 -1.9056 0.02 0.00 -0.03 0.240
H -1.9491 0.1891 -0.3135 0.23 -0.17 -0.03 0.396
H -1.4823 1.7752 -0.5700 0.11 -0.06 0.03 0.380
```
Positions in Å, forces in eV/Å.

The value obtained for the lowest unoccupied orbital energy is 0.19 eV. For the HOMO-LUMO gap, the calculation gives 9.561 eV. The net charge is 0. As for the molar mass: 114.15 g mol⁻¹.

---

No. 2
The following is a quantum chemistry calculation of C18H33FeO12 as an isolated structure, from the Open Molecules 2025 dataset.

Geometry as XYZ:
```
64
Properties=species:S:1:pos:R:3:forces:R:3:lowdin_spin:R:1
Fe 0.5580 0.7577 1.3956 0.47 1.73 2.54 4.240
C 2.5948 4.2050 -0.0574 0.21 0.00 0.83 0.005
C 1.3412 4.0258 0.8207 -0.15 -0.10 -0.44 0.026
O 1.0143 2.7099 1.0157 -0.58 -2.46 0.31 0.193
H 2.4535 3.8694 -1.0847 -0.32 -0.12 -0.03 0.000
H 3.4176 3.6304 0.3680 0.08 -0.07 0.00 0.000
H 2.9075 5.2487 -0.0921 -0.04 0.16 -0.01 0.001
H 0.5540 4.5996 0.3315 -0.64 -0.11 -0.50 0.004
H 1.3718 4.5469 1.7775 0.83 0.11 0.37 0.005
C 3.5158 0.9041 4.4540 1.66 -0.85 -0.62 0.007
C 2.9872 -0.2886 3.6143 -1.93 1.95 0.64 0.025
O 1.9907 0.0513 2.7135 -1.83 0.77 -1.77 0.214
H 2.9210 1.5147 5.1332 -0.63 -0.25 -0.58 0.000
H 4.1476 1.4998 3.7951 -0.23 0.56 0.10 0.000
H 4.2276 0.3738 5.0866 0.36 0.17 0.45 0.001
H 2.5357 -0.9038 4.3926 0.19 -1.02 -0.15 0.004
H 3.8433 -0.7260 3.1006 0.11 -0.36 0.14 0.004
C -3.4649 -0.3339 2.1966 0.81 -0.27 0.42 0.003
C -2.6229 0.8771 2.6075 0.69 0.97 -0.50 0.021
O -1.2294 0.7845 2.4073 0.74 -0.56 -0.78 0.175
H -3.1895 -1.2328 2.7481 0.35 -0.19 -0.07 0.000
H -3.2423 -0.4579 1.1368 -0.26 -0.41 -0.09 0.000
H -4.5359 -0.2434 2.3778 -0.06 0.51 -0.18 0.000
H -2.8076 1.2828 3.6022 -0.04 -0.67 0.61 0.004
H -3.0586 1.6837 2.0180 0.14 0.47 -0.61 0.003
C -2.4031 -5.2326 0.1235 -0.33 0.08 0.81 0.000
C -1.9252 -4.2321 1.1783 1.99 0.14 -0.38 0.000
C -0.5550 -4.6016 1.8436 -1.73 -1.08 0.72 0.000
O 0.1904 -3.4215 1.8623 0.82 0.82 0.60 0.000
C -0.3996 -2.4919 1.1119 1.22 1.52 -0.73 0.002
O 0.0232 -1.3718 0.8730 -0.80 -2.24 0.53 0.016
O -1.4587 -3.0281 0.5412 -1.76 0.94 -1.51 0.001
H -3.3937 -4.9645 -0.2440 0.26 0.30 -0.44 0.000
H -2.5741 -6.2235 0.5442 0.22 -0.01 0.42 0.000
H -1.6458 -5.3680 -0.6487 -0.21 0.32 -0.14 0.000
H -2.6688 -3.8686 1.8875 -0.15 -0.59 0.10 0.000
H -0.0322 -5.3890 1.3007 0.06 0.08 -0.05 0.000
H -0.7588 -4.9070 2.8699 0.40 -0.18 0.01 0.000
C 2.0949 2.0745 -4.3974 -0.06 0.55 1.72 0.000
C 2.7547 1.0256 -3.4438 -0.37 0.57 -0.51 0.000
C 4.0047 1.5480 -2.6725 -1.06 -0.32 -0.27 0.000
O 3.7742 1.1365 -1.3156 -0.24 -1.19 0.08 0.002
C 2.5061 0.6027 -1.1773 1.41 1.54 2.28 0.005
O 2.0446 0.2934 -0.0925 1.12 -0.06 -2.34 0.019
O 1.9112 0.6389 -2.3230 -1.94 -0.31 -1.84 0.001
H 2.6935 2.4073 -5.2453 0.43 -0.54 0.13 0.000
H 1.9869 2.9547 -3.7637 -0.26 0.30 -0.13 0.000
H 1.0994 1.8451 -4.7775 0.11 -0.51 0.20 0.000
H 2.8559 0.1240 -4.0478 0.68 -0.22 0.40 0.000
H 4.0381 2.6354 -2.6053 0.10 0.01 -0.51 0.000
H 4.8898 1.1225 -3.1454 0.26 0.07 0.64 0.000
C -4.0483 -1.2501 -1.9884 0.84 0.36 -0.43 0.000
C -2.7757 -0.6232 -2.6064 -2.22 0.09 -0.84 0.000
C -2.9172 0.7939 -3.1266 0.70 0.52 -0.35 0.000
O -1.7086 1.3915 -2.5842 -0.67 1.65 0.33 0.000
C -1.3310 0.6835 -1.5050 2.97 2.01 0.95 0.002
O -0.5196 0.9646 -0.6453 -1.28 0.91 -1.47 0.015
O -1.8284 -0.4712 -1.5781 -1.49 -4.53 0.37 0.000
H -4.7779 -1.5669 -2.7336 0.23 -0.12 -0.15 0.000
H -4.5562 -0.5238 -1.3539 0.20 -0.08 0.27 0.000
H -3.6771 -2.1007 -1.4168 -0.43 -0.05 0.14 0.000
H -2.4665 -1.1646 -3.5005 0.79 -0.84 0.67 0.000
H -3.8595 1.2675 -2.8510 0.30 0.43 0.58 0.000
H -2.8173 0.9127 -4.2055 -0.07 -0.31 0.04 0.000
```
Positions in Å, forces in eV/Å.

The value obtained for the lowest unoccupied orbital energy (alpha / beta) is 0.28 / 0.28 eV. For the HOMO-LUMO gap (alpha / beta), the calculation gives 7.692 / 7.020 eV. Its multiplicity is 6. The net charge is 0. As for the molar mass: 497.29 g mol⁻¹. Its expectation value of S² is 8.763.

---

No. 3
The following is a quantum chemistry calculation of a 3-piece molecular cluster, C4H14O5 overall, from the Open Molecules 2025 dataset.

Geometry as XYZ:
```
23
Properties=species:S:1:pos:R:3:forces:R:3:nbo_charge:R:1
O -0.7939 0.5484 2.3632 0.50 -0.49 2.30 -0.772
C -1.2142 1.4899 1.4115 1.61 2.30 0.00 -0.098
C -2.4845 1.0923 0.7152 1.33 1.67 -1.45 -0.093
O -3.4491 0.6306 1.5565 -0.84 -0.63 0.92 -0.691
H -0.7626 0.9905 3.2664 -0.02 -1.05 -1.92 0.496
H -1.2953 2.4159 1.9930 -0.74 0.19 -0.37 0.160
H -0.3695 1.7696 0.6979 -1.07 -0.90 0.43 0.195
H -2.2286 0.4154 -0.0938 -0.14 -0.44 -0.24 0.161
H -2.8135 2.0335 0.2676 -0.30 -0.17 -0.27 0.182
H -2.9894 -0.0583 2.0393 -0.30 -0.40 0.53 0.469
O 1.2112 0.7054 -1.2622 -0.25 0.68 -0.60 -0.732
C 1.2134 -0.1870 -2.3738 -0.10 0.48 0.05 -0.086
C 2.2790 -1.2364 -2.1519 0.05 0.77 -1.26 -0.087
O 2.3259 -1.8003 -0.8970 -0.12 -0.03 1.51 -0.748
H 1.8222 0.3167 -0.6441 0.47 0.04 0.54 0.466
H 0.2316 -0.6046 -2.4226 -0.83 -0.72 0.06 0.158
H 1.3169 0.3242 -3.3641 0.45 -0.07 0.90 0.174
H 3.2464 -0.7310 -2.3364 -0.17 -0.52 -0.19 0.162
H 2.0595 -2.0168 -2.8629 0.45 -0.34 -0.70 0.167
H 1.5675 -1.5948 -0.3097 0.21 -0.46 -0.38 0.502
O 0.5396 -1.6171 1.1235 0.13 0.97 -0.40 -0.968
H 0.2284 -2.1645 1.8277 -0.21 -0.77 0.55 0.483
H 0.3592 -0.7217 1.4567 -0.12 -0.12 -0.01 0.500
```
Positions in Å, forces in eV/Å.

The value obtained for the lowest unoccupied orbital energy is 0.29 eV. For the HOMO-LUMO gap, the calculation gives 10.313 eV. The net charge is 0. As for the molar mass: 142.15 g mol⁻¹.

---

No. 4
The following is a quantum chemistry calculation of a 2-piece molecular cluster, C2H2O2S2 overall, from the Open Molecules 2025 dataset.

Geometry as XYZ:
```
8
Properties=species:S:1:pos:R:3:forces:R:3:nbo_charge:R:1
C -0.6450 -0.0055 -0.0501 -0.84 0.12 -1.93 -0.719
C 2.9044 -0.3555 -0.6301 0.61 -0.17 0.34 0.415
O -3.1230 0.3070 0.0677 -1.80 -0.11 0.30 -0.905
O 2.7223 -1.4193 -0.2500 -0.52 -0.93 0.13 -0.445
S -2.0572 0.3101 -0.9096 3.77 -0.31 1.70 1.171
S 3.2819 1.0748 -1.0587 0.00 1.07 -0.48 0.032
H -0.7712 -0.3719 0.9729 0.04 0.42 -0.27 0.236
H 0.3759 0.0513 -0.4981 -1.26 -0.09 0.21 0.215
```
Positions in Å, forces in eV/Å.

The value obtained for the lowest unoccupied orbital energy is -0.47 eV. For the HOMO-LUMO gap, the calculation gives 9.130 eV. The net charge is 0. As for the molar mass: 122.17 g mol⁻¹.

---

No. 5
The following is a quantum chemistry calculation of C3H8IN6 as an isolated structure, from the Open Molecules 2025 dataset.

Geometry as XYZ:
```
18
Properties=species:S:1:pos:R:3:forces:R:3:nbo_charge:R:1
C 1.5862 1.4151 0.2399 -4.59 -3.88 -0.57 0.116
C -0.3126 1.3322 0.3716 3.99 0.63 -0.14 0.020
C -0.6592 0.0921 0.5722 0.68 -0.96 0.24 0.223
N 2.0504 0.2656 -0.0099 0.34 3.17 -0.32 -0.132
N -0.2592 -1.0028 1.0485 -0.99 0.76 0.67 -0.232
N 1.6545 -0.8871 0.0418 1.16 -2.76 -0.46 0.119
N -0.5975 -2.2573 0.7162 1.70 -0.40 1.08 -0.629
N 1.7415 -1.6984 -1.0149 0.04 2.74 2.23 -0.532
N -0.9986 2.3670 -0.1727 0.08 3.38 -1.21 -0.838
I -3.1603 -0.0498 -0.0321 -1.15 -0.64 -0.05 0.102
H 2.1571 2.2595 0.3882 1.13 1.74 0.41 0.229
H -1.4641 -2.5008 0.2898 -0.78 0.42 -0.59 0.387
H -0.3682 -2.7854 1.5500 -0.48 -0.53 -0.37 0.397
H 1.6029 -2.6013 -0.6629 -0.47 -1.66 -0.66 0.426
H 1.6215 -1.2951 -1.9197 -0.03 -0.36 -0.81 0.403
H -1.0822 3.2625 0.3558 -0.03 -1.27 0.25 0.398
H -3.0069 1.3614 -0.7422 0.16 0.37 -0.16 0.154
H -0.5052 2.7226 -1.0195 -0.76 -0.75 0.45 0.389
```
Positions in Å, forces in eV/Å.

The value obtained for the lowest unoccupied orbital energy is -4.41 eV. For the HOMO-LUMO gap, the calculation gives 7.326 eV. The net charge is +1. As for the molar mass: 255.04 g mol⁻¹.

---

No. 6
The following is a quantum chemistry calculation of C35H30BrN6OS3Y as an isolated structure, from the Open Molecules 2025 dataset.

Geometry as XYZ:
```
77
Properties=species:S:1:pos:R:3:forces:R:3:mulliken_charge:R:1
Y 15.2307 -4.4097 16.7469 0.64 -0.60 0.11 0.982
Br 20.2528 5.2555 17.1776 0.28 0.23 0.02 -0.192
C 18.7469 4.5805 18.0838 0.61 -0.42 1.29 0.392
C 18.8219 4.3444 19.4931 -0.97 0.07 -2.16 -0.646
C 17.7723 3.6777 20.0802 -0.30 -0.84 0.88 -0.178
C 16.7072 3.1955 19.3074 -0.96 1.39 0.25 -0.118
C 16.5869 3.6778 18.0004 -1.82 -0.71 -0.88 -0.033
C 17.6349 4.2654 17.3284 0.31 0.66 0.49 -0.586
N 15.8739 2.2564 19.9565 -0.94 -1.70 -0.82 -0.548
N 14.9379 1.7024 19.2517 1.95 2.93 -1.30 -0.146
C 14.7723 0.3687 19.3188 0.10 -2.35 2.83 -0.159
C 15.4684 -0.3693 20.3458 -1.47 0.75 -2.21 -0.255
C 15.7295 -1.7248 20.1990 -0.03 0.73 -0.32 -0.982
C 15.2235 -2.3851 19.0794 0.92 -0.91 -1.18 0.696
O 15.7420 -3.5411 18.6660 -0.83 0.88 0.60 -0.208
C 14.2543 -1.7458 18.1961 0.51 0.05 -0.25 -0.179
N 13.7455 -2.4843 17.1298 -0.44 0.96 1.26 -0.254
C 12.7964 -1.9111 16.3984 0.02 -0.84 0.20 -0.115
C 12.3456 -0.5985 16.5564 0.38 0.65 0.76 -0.775
C 13.0198 0.2073 17.4850 -0.49 0.40 -1.36 -0.504
C 14.0357 -0.3547 18.3160 -0.79 0.43 0.11 0.827
H 19.6713 4.6638 20.0295 0.76 0.30 0.55 0.451
H 17.7061 3.4277 21.1605 0.45 0.22 -0.84 0.374
H 15.6100 3.5985 17.4729 0.89 -0.48 0.42 0.355
H 17.6102 4.5654 16.2784 -0.24 -0.22 0.39 0.378
H 15.8050 0.2953 21.1169 0.71 -0.32 0.41 0.575
H 16.5447 -2.1425 20.7718 -0.31 -0.51 0.19 0.389
H 12.3061 -2.5502 15.6688 0.29 0.04 -0.14 0.409
H 11.4887 -0.2673 15.9340 0.88 0.00 0.59 0.372
H 12.7696 1.2942 17.4697 0.39 -1.01 0.53 0.384
C 16.7587 -8.7803 19.8635 2.22 -0.71 0.39 -1.503
C 16.0930 -7.3968 19.9183 -0.94 0.36 1.14 2.140
C 16.8724 -6.2177 20.5673 1.13 -1.32 0.76 -1.148
C 14.6786 -7.5762 20.5995 0.50 -0.67 -1.03 -1.321
C 15.8928 -6.9030 18.5850 -0.88 -0.17 -3.32 0.806
C 15.6681 -6.6393 17.3869 -0.03 -0.17 2.53 -2.046
H 16.9620 -9.2121 20.8860 -0.52 0.55 -0.79 0.384
H 17.8100 -8.7180 19.4190 -1.39 0.07 0.30 0.319
H 16.2117 -9.5584 19.2771 0.14 0.91 0.41 0.257
H 17.0119 -6.3881 21.6537 -0.39 0.42 -0.39 0.413
H 16.4312 -5.2638 20.2876 -0.27 -0.05 0.42 0.010
H 17.8941 -6.1988 20.1637 -0.13 -0.05 -0.09 0.277
H 14.7488 -8.1018 21.5519 0.20 0.21 0.13 0.405
H 14.1021 -8.2423 19.9244 0.06 0.48 0.39 0.223
H 14.1606 -6.6291 20.7164 -0.03 0.07 0.00 0.318
S 13.0009 -7.9949 12.2561 0.56 1.22 -0.06 -0.276
C 13.4617 -6.6118 13.0963 -0.74 -1.89 0.65 0.131
S 14.1246 -5.1697 12.4015 0.21 -0.12 0.41 -0.127
C 14.4654 -4.5269 13.9904 -1.36 -1.92 1.33 0.334
N 13.9664 -5.3297 14.9831 0.26 0.76 -1.75 0.129
N 13.3989 -6.5137 14.4779 0.78 2.05 -1.87 0.036
C 12.6891 -7.4616 15.2426 -0.82 -1.14 0.86 -0.124
C 11.4019 -7.8166 14.8224 0.83 0.94 -0.97 -0.018
C 10.7487 -8.9089 15.2861 0.05 -1.26 1.74 -0.758
C 11.3648 -9.6662 16.3212 -0.26 0.10 -0.19 -0.373
C 12.6514 -9.3217 16.7723 -1.50 -0.26 0.49 -0.833
C 13.2736 -8.1863 16.2688 1.54 0.51 0.41 0.302
S 15.3591 -3.1175 14.2700 0.10 0.25 0.03 -0.336
H 10.9917 -7.2669 13.9997 -0.30 0.28 -0.22 0.536
H 9.7697 -9.1767 14.8919 0.22 0.06 0.20 0.378
H 10.7944 -10.4775 16.8200 0.62 0.44 -0.59 0.326
H 13.0668 -9.9162 17.6027 0.02 0.53 -0.54 0.361
H 14.2347 -7.8062 16.7118 -1.00 -0.80 -0.76 -0.164
N 17.3074 -5.3653 15.7687 -0.25 0.57 -1.17 -0.311
C 18.4224 -4.5142 15.7396 1.24 1.26 0.46 0.465
C 19.0034 -4.0170 14.5435 -1.33 -1.26 -0.33 -0.358
C 20.0930 -3.1966 14.6163 0.98 0.83 1.13 -0.676
C 20.6303 -2.8123 15.8816 0.36 0.16 -1.41 -0.332
C 20.0466 -3.2531 17.0411 -0.76 -0.33 -0.79 -1.072
C 18.9159 -4.0563 16.9745 -0.51 -0.50 -0.50 0.165
H 17.3320 -6.1599 16.3943 0.29 -0.14 0.14 0.330
H 17.0736 -5.6805 14.8339 -0.09 -0.18 0.02 0.247
H 18.5655 -4.3036 13.5458 0.52 0.25 1.19 0.265
H 20.5638 -2.8309 13.7097 -0.09 -0.01 0.09 0.381
H 21.5035 -2.1484 15.9223 -0.39 -0.37 -0.08 0.349
H 20.4192 -2.9805 17.9882 0.42 0.41 0.92 0.453
H 18.3678 -4.3179 17.8816 0.26 -0.16 -0.11 0.334
```
Positions in Å, forces in eV/Å.

The value obtained for the lowest unoccupied orbital energy (alpha / beta) is -1.44 / -1.43 eV. For the HOMO-LUMO gap (alpha / beta), the calculation gives 5.896 / 5.973 eV. The net charge is 0. As for the molar mass: 815.68 g mol⁻¹.